6
Properties=species:S:1:pos:R:3:forces:R:3 method="wB97M-V/def2-TZVPD" gap_ev="8.408 / 8.945" spin_multiplicity=1 relative_energy_ev=3.354 total_energy_ev=-73634.8185
C 0.27418 0.52854 0.31054 2.80 -0.28 -2.36
C -0.19989 -0.90709 -0.01398 -1.64 0.37 1.78
N -0.02913 -0.97320 -1.23281 0.03 0.29 0.85
Br -0.60872 2.20012 0.37248 -0.34 -0.88 0.03
H 1.29226 0.71485 -0.22990 -1.87 -0.36 1.38
H -0.72870 -1.56322 0.79367 1.01 0.87 -1.68